Entry 1:
{
  "formula": "C15H23F3N2O6S",
  "method": "wB97M-V/def2-TZVPD",
  "symbols": ["C", "O", "C", "C", "C", "C", "C", "C", "C", "C", "C", "S", "C", "N", "N", "C", "O", "C", "O", "O", "O", "C", "O", "C", "F", "F", "F", "H", "H", "H", "H", "H", "H", "H", "H", "H", "H", "H", "H", "H", "H", "H", "H", "H", "H", "H", "H", "H", "H", "H"],
  "xyz": [[6.2560, 0.9192, -0.1418], [5.2774, -0.0957, -0.2043], [4.0281, 0.2717, -0.7561], [2.8813, 0.2302, 0.2452], [1.6019, 0.7923, -0.3880], [0.8057, -0.2208, -1.2113], [-0.5736, 0.3369, -1.6124], [-1.6371, -0.0660, -0.5791], [-3.0649, -0.0520, -1.1762], [-3.8872, -1.2475, -0.6845], [-5.3805, -0.9309, -0.5336], [-5.5327, -0.0219, 1.0088], [-7.2293, 0.3342, 1.1438], [-8.1748, 0.3217, 0.3147], [-9.3005, 0.7458, 1.0281], [-8.9294, 0.9744, 2.1872], [-7.5994, 0.7306, 2.3706], [3.2190, 1.1607, 1.4378], [2.9184, 2.5104, 1.1986], [4.0979, 3.1686, 0.7496], [2.6923, -1.0587, 0.8756], [3.1730, -2.1406, 0.2384], [2.8661, -2.5453, -0.8584], [4.1933, -2.9642, 1.0721], [3.6545, -4.1550, 1.3442], [5.2892, -3.1584, 0.3615], [4.5305, -2.3821, 2.2179], [6.1474, 1.5396, 0.7373], [6.3001, 1.5221, -1.0454], [7.2125, 0.4173, -0.0464], [3.8320, -0.3342, -1.6363], [4.0791, 1.2938, -1.1172], [1.9317, 1.5691, -1.0674], [0.9594, 1.2145, 0.3738], [0.7020, -1.1297, -0.6357], [1.3527, -0.4574, -2.1171], [-0.8298, -0.0603, -2.5851], [-0.5161, 1.4206, -1.6619], [-1.4135, -1.0477, -0.1820], [-1.5810, 0.6366, 0.2494], [-3.5347, 0.8932, -0.9274], [-2.9699, -0.1361, -2.2544], [-3.7346, -2.1346, -1.2842], [-3.5303, -1.4828, 0.3175], [-5.6949, -0.3550, -1.3931], [-5.9297, -1.8611, -0.5124], [-9.5156, 1.3359, 3.0020], [4.2301, 1.0135, 1.7962], [2.5430, 0.8720, 2.2359], [3.7849, 3.8136, 0.1053]],
  "lowdin_charge": [-0.087, -0.156, -0.143, -0.359, -0.102, -0.178, -0.189, -0.196, -0.210, -0.286, -0.465, 1.030, -0.727, 0.069, 0.063, -0.207, 0.023, -0.117, -0.122, -0.013, 0.079, -0.345, 0.182, -0.570, 0.167, 0.185, 0.173, 0.073, 0.094, 0.091, 0.137, 0.125, 0.125, 0.127, 0.098, 0.112, 0.102, 0.113, 0.102, 0.113, 0.100, 0.104, 0.116, 0.083, 0.085, 0.082, 0.130, 0.133, 0.146, 0.107],
  "e_tot_ev": -50176.331,
  "total_charge": 0,
  "smiles": "COC[C@](CCCCCCCSc1nnco1)(COO)OC(=O)C(F)(F)F",
  "homo_lumo_gap_ev": 9.6,
  "multiplicity": 1
}

---

Entry 2:
{
  "formula": "C9H13CoO5P",
  "method": "wB97M-V/def2-TZVPD",
  "symbols": ["Co", "C", "O", "C", "O", "C", "O", "C", "O", "C", "H", "H", "C", "H", "H", "C", "P", "C", "C", "O", "H", "H", "H", "H", "H", "H", "H", "H", "H"],
  "xyz": [[-0.0079, 0.1760, 0.0916], [0.0267, 0.4779, 1.7944], [0.0427, 0.7378, 2.9182], [-0.0033, 1.8347, -0.3510], [-0.0052, 2.9744, -0.5079], [-1.9000, 0.0109, -0.0303], [-3.0447, -0.0015, 0.0185], [1.9022, -0.0004, -0.0728], [3.0426, -0.0120, -0.0534], [-0.0064, -1.6402, -4.9229], [0.9283, -2.2185, -4.8716], [-0.9403, -2.2176, -4.8481], [-0.0097, -0.3371, -5.2335], [-0.9462, 0.2077, -5.4270], [0.9222, 0.2067, -5.4504], [-0.1462, -2.0574, 3.2918], [-0.2217, -2.7345, 1.5867], [-2.0787, -2.8525, 1.4901], [1.5219, -3.3896, 1.5499], [0.0036, -1.8329, 0.3602], [-0.2465, -2.8955, 3.9716], [-0.9713, -1.3835, 3.4821], [0.8136, -1.5897, 3.4758], [-2.5113, -3.5341, 2.2136], [-2.4725, -1.8513, 1.7198], [-2.4348, -3.0877, 0.4822], [1.7934, -3.7973, 0.5726], [2.1662, -2.5130, 1.6932], [1.7368, -4.0994, 2.3372]],
  "lowdin_charge": [0.285, -0.100, 0.265, -0.098, 0.294, 0.013, 0.265, 0.030, 0.276, 0.229, 0.134, 0.133, 0.234, 0.136, 0.136, -0.170, 0.838, -0.101, -0.092, -0.371, 0.095, 0.058, 0.066, 0.086, 0.056, 0.075, 0.074, 0.070, 0.082],
  "e_tot_ev": -66660.625,
  "total_charge": 3,
  "homo_lumo_gap_ev": [9.8, 6.0],
  "multiplicity": 5
}

---

Entry 3:
{
  "formula": "C2H8N2O2",
  "method": "wB97M-V/def2-TZVPD",
  "symbols": ["C", "N", "O", "C", "H", "H", "H", "H", "H", "N", "O", "H", "H", "H"],
  "xyz": [[1.6499, 0.4263, 0.4736], [0.4708, 0.8151, 0.1300], [-0.4034, 0.9564, 1.2149], [-1.4717, 1.8230, 0.8766], [1.8689, 0.0451, 1.4639], [2.3772, 0.3305, -0.3130], [-1.9965, 1.4794, -0.0189], [-1.1131, 2.8458, 0.7293], [-2.1502, 1.7854, 1.7266], [-0.0482, -2.4738, -1.6227], [0.4862, -1.5078, -0.7538], [0.7306, -2.8862, -2.1360], [-0.4519, -3.2134, -1.0469], [0.0514, -0.4259, -0.7236]],
  "lowdin_charge": [0.025, -0.087, -0.188, -0.095, 0.097, 0.083, 0.085, 0.083, 0.087, -0.076, -0.280, 0.062, 0.061, 0.143],
  "e_tot_ev": -9273.841,
  "relative_energy_ev": 6.0693,
  "total_charge": 0,
  "smiles": "C=NOC.NO",
  "homo_lumo_gap_ev": 9.5,
  "multiplicity": 1
}

---

Entry 4:
{
  "formula": "C4H13N3",
  "method": "wB97M-V/def2-TZVPD",
  "symbols": ["C", "C", "C", "C", "N", "N", "N", "H", "H", "H", "H", "H", "H", "H", "H", "H", "H", "H", "H", "H"],
  "xyz": [[1.1219, -0.3358, -0.0993], [-0.0930, -0.6020, -0.8692], [-1.0592, -0.4893, 0.3458], [-1.7581, 0.6607, 0.2462], [-1.0700, 2.1183, 0.4817], [-1.5595, -1.5494, 0.9238], [3.4308, -0.1726, -0.8351], [1.4450, 0.5494, 0.8732], [1.8010, -1.1085, -0.1993], [-0.2645, -1.5027, -1.5525], [-0.0756, 0.2402, -1.8341], [-2.8826, 0.9501, 0.2045], [-1.8531, 2.7706, 0.2557], [-0.8478, 2.1151, 1.4835], [-0.1719, 2.2403, 0.0595], [-2.5951, -1.6962, 0.8621], [-0.8965, -2.3144, 1.0474], [3.6144, -0.4455, -1.7898], [4.1077, -0.7031, -0.3276], [3.7406, 0.7299, -0.8165]],
  "lowdin_charge": [-0.075, -0.226, -0.452, -0.040, 0.187, 0.130, 0.028, 0.181, -0.010, 0.146, 0.166, 0.140, 0.166, 0.151, 0.114, 0.159, 0.133, 0.054, 0.048, 0.000],
  "e_tot_ev": -8814.901,
  "relative_energy_ev": 6.1034,
  "total_charge": 1,
  "homo_lumo_gap_ev": [6.7, 8.0],
  "multiplicity": 2
}